The following is a DFT calculation (ωB97M-V/def2-TZVPD) of 12 unconnected molecules or ions with the total composition C44H123N11O12 at a distorted geometry.

Properties
Structure (SMILES) ... COC[C@H](C)N.COC[C@H](C)N.COC[C@H](C)N.COC[C@H](C)N.COC[C@H](C)N.COC[C@H](C)N.COC[C@H](C)N.COC[C@H](C)N.COC[C@H](C)N.COC[C@H](C)N.COC[C@H](C)N.O
Kohn-Sham gap ... 9.29 eV
DFT total energy ... -3255.20219 hartree
ΔE to the lowest compared entry with this formula, charge and spin ... 0.000 eV

The geometry in ORCA input format:
```
! wB97M-V def2-TZVPD RIJCOSX def2/J DEFGRID3
* xyz 0 1
O -4.6339 -3.6504 0.3843
O 1.0907 -2.9090 -2.9849
O 3.9197 1.5114 3.3787
O -0.4393 4.7483 -2.9026
O 3.4844 -5.4496 1.8339
O -6.2769 1.1109 2.5973
O 5.7697 1.2875 1.0556
O -4.2525 -0.6168 -4.9915
O 6.6160 1.0939 -2.9216
O -1.3867 2.9534 5.1516
O -0.3469 0.8863 -0.9888
O -7.4319 -1.5202 -1.4395
N 1.4379 3.6996 2.8739
N -5.4890 -3.2088 -2.8231
N -6.5095 1.8787 -0.4244
N 7.8702 4.2376 1.8036
N 8.3492 3.1324 -3.7096
N -1.6672 -3.9822 2.4617
N 1.8729 5.9521 -1.6737
N 4.0566 -4.9350 -3.0338
N -3.0742 0.5613 4.3823
N 1.5748 0.3497 2.0586
N 1.1711 -2.6499 2.2471
C -6.0132 -3.8410 0.7153
C 1.8486 4.6077 -2.4501
C 6.8866 2.5262 3.4605
C 7.3769 3.3157 -2.5997
C -7.4707 1.0669 -2.5472
C 2.2838 0.6533 -0.1843
C -3.9784 0.4850 3.2387
C 0.7359 3.6384 4.2082
C -6.8294 -0.5003 -0.7236
C -3.6635 -3.5332 -4.3382
C 6.5497 0.1926 0.6827
C -0.6047 3.0007 3.9945
C -7.3700 0.8388 -1.0580
C 2.3526 -3.3776 1.7906
C 3.3981 -6.8221 1.8774
C 7.4650 2.7931 2.0207
C 2.2540 -4.8455 2.0876
C 0.8288 -1.5301 -2.8762
C -5.2958 1.1226 3.5879
C 2.4378 -3.1760 -2.7411
C -4.4937 -2.5265 -3.6247
C 6.1902 2.3870 -2.7141
C -4.0813 -0.9410 2.8080
C 2.9643 3.7314 -1.8991
C 2.6132 -4.6465 -2.7802
C 3.6050 -2.7782 2.3819
C -1.6537 0.9047 -1.3933
C 5.5473 0.2756 -3.3000
C -2.3512 -3.7852 1.1817
C -5.1987 -1.5485 -4.4928
C -8.7523 -1.7603 -1.1669
C 6.8661 4.7358 -2.5400
C 0.6354 5.0072 4.7514
C 6.4574 2.5233 0.9560
C -1.4800 -4.2624 0.0217
C -0.1445 0.1998 0.2248
C 1.1313 0.8557 0.7403
C 0.5073 3.9340 -2.3004
C -7.4242 1.8544 3.0460
C -4.8202 0.2102 -5.9528
C 2.1010 -5.3805 -1.5641
C -0.6900 2.4033 6.2436
C -3.7556 -4.3171 1.2520
C -1.6090 4.1032 -3.3099
H 4.2976 -5.8951 -2.8661
H 0.5217 2.9237 -2.7766
H -3.0950 -1.3367 2.5623
H 4.7290 1.4935 2.8287
H 9.1216 2.5680 -3.3701
H 2.6974 -2.7669 -1.7540
H 0.0718 5.6544 4.0902
H 6.7243 0.2011 -0.4050
H 7.0471 2.5056 0.0186
H 4.9823 0.7140 -4.1442
H 3.6047 -2.8214 3.4746
H -6.0220 -2.6003 -2.1892
H 8.5911 4.5004 2.4571
H -3.3989 -4.3839 -3.7122
H 0.3125 -3.1256 1.9497
H -3.5576 1.0355 2.3824
H 2.6334 -0.3812 -0.1712
H -2.0756 -0.0970 -1.6451
H -5.7079 0.5373 4.4365
H 6.1955 4.9042 -1.6881
H -9.0350 -1.4770 -0.1419
H -2.7352 1.5026 4.6662
H 5.7375 3.3243 0.7570
H -4.0993 -4.2161 2.3010
H 6.6745 1.4600 3.6178
H 2.4648 -3.2681 0.7015
H 2.3160 -6.4503 -1.6434
H -1.2208 3.4453 3.2041
H 5.5425 2.3832 -1.8294
H -6.4980 1.8100 0.5928
H -6.5055 1.2128 -3.0213
H -7.9395 1.3251 3.8838
H 3.8389 4.3642 -1.7573
H -1.7103 1.4745 -2.3156
H -4.4785 -1.5847 3.6032
H 7.6172 2.8256 4.2089
H 2.5878 -5.0617 -0.6324
H -7.1810 2.8615 3.3998
H -6.2569 -4.9086 0.8375
H 5.9642 -0.6671 -3.6469
H -9.4198 -1.2403 -1.8674
H -0.4723 1.9529 3.6284
H 2.0224 -4.9993 -3.6455
H -1.3723 3.3655 -4.0967
H 2.0561 1.0283 -1.1844
H -0.2469 1.4328 5.9809
H -0.9081 0.4429 0.9937
H -4.2122 -3.9369 -5.2044
H -3.5363 0.1850 5.2122
H 0.2229 5.0222 5.7651
H 4.4808 -3.2944 2.0015
H 2.0145 4.8691 -3.4966
H 1.1770 6.5694 -2.1234
H 1.2917 2.9178 4.8248
H -3.8332 -1.9164 -2.9779
H 0.8570 1.9113 0.8043
H 3.2049 1.0549 2.8364
H -5.1991 -0.3646 -6.8065
H -0.0967 -0.8872 0.0650
H 0.8021 0.5327 2.7259
H -5.0942 2.1487 3.9210
H 4.3962 -7.2251 2.0917
H -6.8793 2.7952 -0.6606
H 4.8510 0.1008 -2.4663
H -5.7082 -2.0771 -5.3158
H 1.4546 -5.2840 1.4634
H 3.2520 2.9420 -2.6044
H 0.2858 3.6875 -1.2420
H 7.9326 2.5956 -4.4646
H -5.9400 -1.0176 -3.8797
H -0.2526 -1.3910 -2.9761
H -2.3509 1.2815 -0.6279
H -8.4127 0.9008 -0.6698
H -6.7849 -0.7257 0.3508
H -2.0348 -4.2061 -0.9154
H 8.3597 2.1863 1.8583
H -8.9451 -2.8324 -1.2675
H -2.7510 -3.1066 -4.7648
H 7.6852 5.4461 -2.4497
H 1.4288 5.7847 -0.7597
H -2.1782 -3.5636 3.2319
H 1.0305 -5.1894 -1.4555
H 3.0560 -2.7476 -3.5428
H -4.9546 -3.7924 -2.1709
H 1.3414 2.7660 2.4681
H 1.5424 -0.7002 2.0348
H -3.8643 -5.4015 1.0213
H 1.6468 5.4180 4.8596
H 4.3175 -4.6373 -3.9630
H -5.7763 -0.5417 -1.0440
H 0.1003 3.0777 6.5997
H 2.7803 -7.1731 2.7306
H 1.0329 -1.1771 -1.8635
H -2.1351 3.6174 -2.4842
H 1.1937 -2.6702 3.2698
H -8.0000 0.2351 -3.0255
H -4.0445 0.8927 -6.2962
H -2.2665 4.8468 -3.7559
H -4.6629 -1.0809 1.8867
H 3.0270 -7.2937 0.9591
H 7.8840 3.0901 -1.6548
H 3.6610 -1.7262 2.0854
H 6.3342 4.9795 -3.4675
H 5.9745 -0.6982 0.9271
H -8.1790 1.8541 2.2555
H -1.1658 -5.3032 0.1858
H 7.0633 4.8402 1.9218
H 5.9674 3.0957 3.5910
H 7.5177 0.1646 1.1918
H 1.9983 -4.9972 3.1541
H 2.7014 3.2760 -0.9415
H -2.5478 -2.7073 1.0739
H -6.2582 -3.2968 1.6454
H -8.0829 1.9505 -2.7679
H 1.3118 -1.0090 -3.7062
H -6.5884 -3.4241 -0.1072
H 3.1225 1.2581 0.1787
H -1.3889 2.2992 7.0708
H 2.4442 3.7058 3.0800
H 5.6502 2.7057 -3.6279
H -1.5530 -4.9749 2.6517
H -0.5574 -3.6889 -0.0470
H -5.6380 0.8112 -5.5236
*
```



The following is a DFT calculation (ωB97M-V/def2-TZVPD) of 2 unconnected molecules or ions with the total composition C5H10NO at a distorted geometry.

Properties
Kohn-Sham gap ... 6.58 eV
DFT total energy ... -326.43643 hartree
ΔE to the lowest compared entry with this formula, charge and spin ... 1.330 eV

The geometry in ORCA input format:
```
! wB97M-V def2-TZVPD RIJCOSX def2/J DEFGRID3
* xyz -1 1
O 1.3302 -1.4788 0.3147
N -0.6141 -1.5976 1.6071
C -0.3760 1.8649 -1.1901
C -0.1191 0.4550 -0.9775
C 0.0688 -0.4217 -1.9905
C -0.5374 2.7910 -0.2249
C 0.8899 -1.5464 1.5771
H -0.0358 -0.1126 -3.0252
H 1.1348 -0.5996 2.1860
H 0.0014 0.0790 0.0515
H -0.5039 2.3138 -2.1931
H -0.7938 3.8097 -0.4506
H -0.9488 -2.1773 2.4063
H -0.8189 -2.0751 0.7313
H 1.2757 -2.3940 2.1321
H -0.4615 2.4934 0.8118
H 0.5085 -1.4038 -1.7660
*
```



The following is a DFT calculation (ωB97M-V/def2-TZVPD) of a gas-phase ion, C3H7NO2 (charge -1) at a distorted geometry.

Properties
Kohn-Sham gap (alpha / beta) ... 3.39 / 7.85 eV
DFT total energy ... -323.68859 hartree
ΔE to the lowest compared entry with this formula, charge and spin ... 1.206 eV
⟨S²⟩ ... 0.754

The geometry in ORCA input format:
```
! wB97M-V def2-TZVPD RIJCOSX def2/J DEFGRID3
* xyz -1 2
O 2.0992 -0.4496 -0.1596
O -1.7921 0.6633 -1.8103
N 1.0287 -0.3472 1.9425
C -0.4692 0.5571 -1.2861
C -0.3607 -0.3618 -0.0838
C 0.9916 -0.3900 0.4932
H -1.1733 -0.1293 0.6098
H 1.8105 -0.8582 2.3282
H -0.0703 1.5206 -0.9505
H 0.8059 0.4687 2.4542
H 0.1640 0.1019 -2.0383
H -0.6964 -1.3711 -0.4854
H -2.3379 0.5956 -1.0141
*
```



The following is a DFT calculation (ωB97M-V/def2-TZVPD) of a molecular structure, C12H15BeF9N4O18 at a distorted geometry.

Properties
Kohn-Sham gap ... 5.95 eV
DFT total energy ... -2952.71348 hartree
ΔE to the lowest compared entry with this formula, charge and spin ... 1.433 eV

The geometry in ORCA input format:
```
! wB97M-V def2-TZVPD RIJCOSX def2/J DEFGRID3
* xyz -2 1
F 4.2381 -1.7355 2.0625
F 4.5027 -0.0263 0.7251
F 2.7072 4.5873 0.3830
F -0.5829 -5.0281 2.8157
F 0.4462 -3.1831 3.4894
F 3.6682 3.0678 -0.8866
F 1.0785 -4.2700 1.7290
F 3.0050 2.6092 1.1304
F 4.4661 0.2527 2.8925
O -0.6034 -2.1067 0.9027
O 1.9607 -0.4818 0.6819
O 1.8164 0.4302 2.7300
O 0.4585 3.7237 -0.6866
O 0.2873 -3.2631 -4.0204
O 1.1758 1.6858 -0.8646
O -1.4567 -4.2441 -3.2107
O 4.2621 -0.4008 -3.6866
O -0.4176 -0.3467 -5.3377
O -2.2496 -0.8996 -1.6645
O -0.0702 0.2200 -3.2874
O -1.7039 1.1411 -4.4245
O -1.4796 0.4216 -0.1296
O 2.3815 -1.0268 -2.7033
O -2.2321 -3.1843 1.9157
O -3.2150 1.0110 -1.2977
O -0.2019 -3.0439 -1.9192
O 2.6991 -1.3129 -4.8347
N -0.4532 -3.5297 -3.0659
N -0.7509 0.3546 -4.3578
N -2.3559 0.1566 -1.0170
N 3.1297 -0.9478 -3.7053
C 2.4601 -0.1714 1.7195
C 0.3863 0.4338 2.6376
C -0.9485 -3.0231 1.5829
C -0.8373 3.4765 -1.2677
C 0.0287 -3.8829 2.4443
C -1.2443 4.7458 -2.0138
C -0.2495 0.7357 3.9730
C -3.2346 -2.3813 1.3005
C 1.4187 2.8350 -0.6186
C 3.9767 -0.4515 1.8793
C 2.7224 3.3162 0.0185
C -3.7492 -1.2905 2.2364
Be 0.4161 -0.7102 -1.2406
H -2.3291 4.6675 -2.0980
H -0.7416 4.8404 -2.9711
H 0.1235 1.1822 1.8875
H 0.0325 -0.5358 2.2890
H -0.0150 -0.0972 4.6408
H -2.9035 -0.7416 2.6534
H -4.2908 -1.8221 3.0223
H -4.3940 -0.5297 1.8014
H -2.8606 -1.9387 0.3756
H -1.0365 5.6059 -1.3746
H 0.2762 1.5855 4.4158
H -0.6920 2.6870 -2.0136
H -1.3210 0.9064 3.9329
H -4.0153 -3.0650 0.9702
H -1.4885 2.9926 -0.5405
*
```